1.
The following is a DFT calculation (the ωB97M-V functional and the def2-TZVPD basis) of a 10-piece molecular cluster, C50H140Cl4N21O9P7 overall.

Values from the calculation:
SMILES = CN(C)P(=O)(N(C)C)N(C)C.CN(C)P(=O)(N(C)C)N(C)C.CN(C)P(=O)(N(C)C)N(C)C.CN(C)P(=O)(N(C)C)N(C)C.CN(C)P(=O)(N(C)C)N(C)C.CN(C)P(=O)(N(C)C)N(C)C.CN(C)P(=O)(N(C)C)N(C)C.O=C1CCCO1.ClCCCl.ClCCCl
LUMO energy = 0.0105 Eh
orbital gap = 7.92 eV

```
231
Properties=species:S:1:pos:R:3:mulliken_charge:R:1
H -0.7814 8.6979 -2.6083 0.4443
C 0.8014 7.4961 2.5224 -1.2809
H 5.9983 0.2232 1.8345 0.3433
H 9.7880 1.3400 1.7144 0.3595
N -0.4009 -6.5744 -1.2799 0.4866
H -7.4461 -3.7448 2.8900 0.1963
N 1.6144 -1.6429 1.0839 1.3188
H 4.5689 -3.3331 4.9647 0.3153
H 1.7480 5.1264 -0.1417 0.4377
C -6.9965 -2.1173 6.9364 -0.8079
H 8.4991 1.6966 2.6763 0.1290
C 4.7043 -2.4878 5.6381 -0.5131
C -7.6028 -5.6821 5.0549 -1.0987
H 3.2032 -6.8616 -2.9748 0.2165
H -2.3235 2.7794 2.2048 -0.4894
H -0.0193 1.6798 -0.2732 -0.6057
C 3.0447 -6.8940 1.0125 -1.0801
H -5.6370 -7.2347 4.1399 0.3334
O 3.3971 0.6284 5.3224 -0.6247
H 4.0795 -8.0770 -2.0965 0.2884
H 4.8254 1.2575 -1.7484 0.4367
H -2.5527 8.4029 -2.1893 0.4280
O 6.7166 2.9123 -1.2040 -0.8621
H -0.6740 2.3271 -2.9738 -0.5162
H 8.8741 3.0197 1.6762 0.2934
C -7.3572 -2.8816 3.5560 -0.9244
H -5.8041 5.0630 -6.4077 0.4691
H -4.0009 2.5834 4.3298 0.4530
H 3.7546 0.2141 -0.9073 0.4140
H 4.5717 -0.6243 1.1478 0.7712
C 4.1875 -0.2780 5.3443 0.5248
H 0.2902 -1.8339 4.2039 0.2250
H 2.9655 -8.5450 -3.4032 0.3119
H -1.6232 -1.8848 -0.9470 0.2885
H -2.5563 -0.9067 -7.6261 0.2599
N -0.2968 -0.3827 -0.1500 1.2566
H 2.4246 0.6660 -6.8268 0.4763
N 6.3977 3.3828 1.3738 0.5133
C -1.9834 -1.7322 -8.0413 -1.0756
H 1.7909 0.6244 -4.3059 0.3834
H -0.0970 -0.1338 4.0577 -0.1925
N -1.2189 8.0026 -0.6177 0.2124
H -5.3739 -1.2783 2.9625 0.4381
P 6.6105 2.2791 0.1360 0.0904
N -0.2995 5.5720 -0.6329 0.6824
H 1.0705 2.0366 4.2985 -0.4631
C -3.9172 3.4445 -6.3117 -0.9781
H -2.3696 9.7065 -0.2515 0.3901
H -5.6016 5.8091 -4.8303 0.2743
H 2.3673 3.0634 4.8864 0.4508
H -0.0626 5.3032 -6.4921 0.3883
H 1.6895 -3.1775 2.6070 0.2248
H 3.5768 -5.9575 1.1614 0.1261
H -7.3726 -2.0422 2.8609 0.3619
N 1.9287 -7.9268 -1.7230 0.2586
C -0.5905 -1.5447 -1.0072 -0.8431
H -6.4037 -5.2995 7.6610 0.2996
C -5.3290 -6.1891 4.1703 -1.0619
H -1.1754 5.2280 2.1358 0.1421
C 5.6664 -0.3172 5.6693 -0.3075
H -1.7465 5.3402 -7.0927 0.2591
C 1.5216 -9.2177 -1.1593 -1.2223
H 0.1692 -4.3387 -5.0619 0.1234
N 1.6571 -6.7134 0.6163 0.5831
H 0.6731 3.7512 -0.0742 -0.2211
C 0.6155 -7.1611 1.5372 -0.9682
H -2.2492 5.3236 -1.4642 -0.0163
H -8.1262 -5.5934 4.0989 0.3080
C 2.5333 -1.6257 -0.0507 -0.7531
H -0.2885 -1.2783 -2.0216 0.3289
H -2.0524 7.5503 -4.8487 0.2511
H -4.3299 -6.1550 4.6080 0.2925
H -5.2384 -5.8060 3.1447 0.2953
C -1.0772 4.9489 -6.3240 -0.8893
H -7.4326 -1.9590 7.9206 0.3807
C 8.5047 0.5820 -0.4319 -1.0982
C -1.3256 -5.5532 -0.7613 -0.4619
N -1.6348 5.5512 -5.0855 0.4930
H 0.8101 0.4488 -7.5243 0.3563
H 1.2021 4.4360 -1.6126 0.2515
N -6.1903 -5.3323 4.9573 0.3202
H 2.4193 2.5470 2.4790 -0.9843
H -1.0806 3.8761 -6.1638 0.2373
N -0.6195 -1.3038 2.3686 1.0002
H 0.5277 -9.0928 -0.7325 0.3837
H 7.2285 4.9515 0.2437 0.3292
H -4.6856 2.6738 -6.1643 0.3155
H -1.7732 -1.4494 -9.0763 0.3200
H -1.3168 3.8734 -1.2826 -0.4825
O -3.4909 5.7233 -3.1403 -0.9874
N -0.2396 7.0071 1.6260 0.8545
H 2.0344 -1.2332 -0.9352 0.3144
H -1.7371 1.1324 -0.3682 0.0445
H 0.9408 -7.1115 2.5769 0.4332
H -7.8627 -2.0334 6.2766 0.2397
C 5.0131 0.3477 1.3655 -1.1286
H 3.5012 -1.1318 0.0935 -0.2480
H 3.1144 -7.5049 1.9158 0.4688
H -3.0267 2.8622 -6.0744 0.2018
H -2.6821 -2.5749 -8.0167 0.3555
C -1.1902 6.8981 -4.7011 -0.8526
H -0.7660 -6.7246 -3.2667 0.1956
H -2.3283 2.9351 4.6766 0.1577
H -0.6809 1.0060 -1.7360 -0.2242
N -0.6208 -2.3849 -4.6860 0.9579
N -2.3822 3.3795 -3.7105 0.7479
H -0.5069 9.9263 -0.2152 0.3697
O 1.7890 -5.2581 -1.6100 -0.9954
H 0.4672 -3.5987 -3.4561 0.5342
H -2.0280 -7.4557 -2.2677 0.3951
H -1.4365 -1.2730 4.2498 0.0590
C -6.2085 -4.2635 7.9577 -1.0075
H -1.7861 -3.5772 -3.3924 -0.0768
C 1.8158 3.3837 2.8371 1.5440
H -2.5303 -2.0784 -3.7627 0.2009
N 1.2313 -0.8339 -5.8805 0.2453
N -6.4223 -3.4718 6.7406 0.2995
H -2.1973 -6.0902 -0.3911 0.4387
H -3.6796 3.0570 -2.0863 0.3256
H 1.4596 -9.9271 -1.9860 0.3951
N 7.9788 1.3857 0.6713 0.3197
N 5.3133 1.1567 0.2018 0.3788
C -0.4535 -1.1352 3.8084 -0.3170
H 0.8927 -3.3601 -7.3794 0.3276
H 3.3066 -2.5007 2.1612 0.4556
H -7.6549 -6.7314 5.3551 0.3794
H -5.6811 -0.7768 4.5721 0.2751
H 1.6132 -1.1544 -3.9116 -0.0786
H -5.1344 -4.2356 8.1685 0.2899
C 1.9120 -0.4034 -4.6478 -0.8024
N -0.7788 -2.1110 -7.3176 0.3911
H 2.9875 -0.5867 -4.7197 0.4569
C 8.8728 1.9284 1.6619 -0.7353
H 6.3485 -2.0361 4.4595 0.2065
H -8.0936 -5.0624 5.8014 0.3286
P -5.5303 -3.8330 5.4063 0.1907
H -0.1720 -3.4506 -8.7666 0.3880
C -1.5419 4.8246 -0.8004 0.1707
H 0.2957 -8.1926 1.3534 0.2657
P 0.4649 -0.4856 1.3523 -1.2791
C -0.7007 0.9155 -0.6477 0.5916
H -0.3838 -8.2393 -2.6271 0.3609
H -1.3639 7.0912 -2.3836 -0.7953
H 3.5598 -7.5660 0.3178 0.2573
H 6.3010 0.4163 5.1817 0.2197
H 2.8494 -2.6542 -0.2532 0.3745
H 0.5568 8.4004 3.0958 0.2423
H -2.5014 -3.3355 -4.9734 0.3452
H 1.7580 7.5661 2.0099 0.4187
H -1.4096 9.2953 1.1173 0.2848
H 6.2019 2.0717 2.8676 0.0898
O 0.9385 0.8292 1.8556 -0.6523
C -3.3278 2.5329 -2.9785 -1.2677
H 9.5175 0.1862 -0.3294 0.3854
C -1.2963 6.3018 2.3205 -1.1490
C 2.2407 -2.3086 2.2321 -1.0773
H -6.8345 -3.9705 8.7924 0.3788
O -1.3322 -0.1006 -5.7617 -0.9985
C 1.4843 3.0417 4.2543 0.1561
H -1.9853 4.6288 0.1803 -0.0266
N -4.0730 4.5643 -5.3956 0.3527
H -2.8231 1.6021 -2.7321 0.2578
Cl -2.9157 0.7824 5.1692 -0.1819
H 5.6469 -0.1373 6.7508 0.3345
H 4.7164 3.1394 2.6188 -0.1061
H 2.1029 -1.6511 3.0998 -0.0927
H -0.3047 7.2676 -5.2180 0.4062
H -1.2135 6.5205 3.3810 0.5018
H -0.3008 -6.5697 1.5151 0.2417
H -0.7511 -4.9920 -0.0254 0.0539
H 6.9146 -2.0170 6.0976 0.3753
C 5.8006 3.0658 2.6769 -0.5364
H 2.1001 -0.6875 -7.8144 0.3072
P 1.2734 -6.5175 -1.0321 0.5278
C -0.9488 -7.3457 -2.3682 -1.0464
H 8.5364 1.1067 -1.3893 0.3252
C -1.7557 -2.1212 1.9317 0.1439
H 0.9938 3.4484 2.1303 -0.2246
H -6.2774 -1.3306 6.7157 0.2035
H 6.1257 3.7335 3.4757 0.5075
P -0.4177 -1.2526 -5.9182 0.3914
P -2.9150 4.8829 -4.2001 0.2875
C -2.4424 1.8649 2.7945 1.2774
H 3.5290 1.9732 -0.7097 0.2735
N -6.0793 -2.7996 4.2323 0.5048
H -4.6188 6.4201 -6.2220 0.2792
C 4.2664 1.1732 -0.8113 -1.1621
H 0.0620 -2.3649 -0.7066 -0.0933
H -2.3174 6.5511 2.0169 0.2542
C -5.2519 -1.6054 3.9968 -0.9221
C -1.3887 9.3249 0.0241 -1.1748
H -1.0571 2.1181 -4.6710 0.3188
H 2.2362 -9.5398 -0.3987 0.2559
C 6.0570 -1.7633 5.4772 -0.4856
O -4.0618 -3.8617 5.5843 -0.9242
H -8.1758 -2.8933 4.2770 0.3120
H 4.4750 -2.8313 6.6479 0.2365
H -4.2316 2.3028 -3.5499 0.4225
H -1.6035 -4.8516 -1.5521 -0.1711
H -4.2088 -1.7871 4.2282 0.1458
C -1.0338 2.8528 -3.8584 -0.7594
H -0.5649 -4.2254 -7.1518 0.2310
H -0.4038 3.7131 -4.0807 0.5741
P 0.0696 7.1303 -0.0140 0.3553
C 0.4000 -3.4105 -4.5331 -1.4907
H 6.9072 5.2934 1.9875 0.3622
O 3.7636 -1.5328 5.0881 -0.2800
Cl -3.5679 0.8637 1.8045 -0.2070
C -5.0797 5.5451 -5.7520 -1.1644
H 5.5697 5.2953 0.9613 0.1797
H -3.9155 3.7725 -7.3523 0.4373
C -0.1584 -3.3596 -7.6803 -1.1100
H 7.8647 -0.3046 -0.4627 0.2727
H -1.4568 -2.7591 1.1010 -0.6045
H -2.5701 -1.4665 1.6218 -0.1888
H 1.4068 -3.1217 -4.8280 0.4882
C -2.9849 2.2393 4.1585 -0.4263
O 1.3821 7.6941 -0.3938 -0.9142
Cl 0.3274 4.1631 5.0928 -0.2462
C 3.1109 -7.8652 -2.5590 -0.9846
C -1.5143 8.1208 -2.0355 -0.4466
C 0.8579 4.6927 -0.6024 -0.7840
C 6.5445 4.8097 1.0732 -0.9597
C -1.8936 -2.8512 -4.1981 -0.7670
H 0.9916 6.7945 3.3406 0.3082
H -2.0419 -2.8299 2.7087 0.5599
H 4.3912 0.8716 2.1009 -0.0451
Cl 2.7956 4.8771 2.6486 -0.2497
H -0.8742 6.9527 -3.6559 0.4663
H -1.4335 1.4597 2.7372 -0.5064
C 1.6429 -0.0652 -7.0313 -1.2071
```


2.
The following is a DFT calculation (the ωB97M-V functional and the def2-TZVPD basis) of one molecule with the formula C4H7NOS.

Values from the calculation:
SMILES = C/C(N)=C\C(=O)S
LUMO energy = 0.0233 Eh
orbital gap = 9.14 eV

```
14
Properties=species:S:1:pos:R:3:mulliken_charge:R:1
S 1.8083 -0.8990 -0.2547 -0.2379
C -1.4267 -1.3070 0.5320 -1.5474
H -2.8859 1.4425 -0.5682 0.2110
H -1.4965 -2.0573 -0.2701 0.3429
H 0.7873 -1.4960 -0.9224 0.1419
C -0.3699 0.9225 -0.1603 -0.6935
C -1.4737 0.0459 0.0086 1.2465
O 1.7454 1.5467 0.4673 -0.5260
C 1.0543 0.6575 0.0669 0.3138
H -2.2182 -1.5739 1.2425 0.3965
H -0.4896 -1.5428 1.0557 0.3649
H -3.5816 0.0752 0.0411 0.2143
N -2.7367 0.4765 -0.3388 -0.4618
H -0.5573 1.9146 -0.5530 0.2347
```


> Number 1 is which compound?

C50H140Cl4N21O9P7